Formula: C20H24F5NaO5SSe
Source: OMol25
Level of theory: wB97M-V/def2-TZVPD

Calculated values
**2S+1**: 1
**E_LUMO**: 3.8 eV
**Largest force on an atom**: 0.50 eV Å⁻¹
**Charge**: -2

Cartesian coordinates (Å):
Na1 -0.0369 -0.2210 -0.6032
C1 0.7237 -0.6140 -3.7224
C2 -0.5535 -0.3370 -3.1928
C3 -1.1351 -1.5656 -2.8010
C4 -0.2210 -2.5945 -3.0960
C5 0.9258 -2.0053 -3.6665
H1 1.4244 0.1240 -4.0910
H2 -1.0127 0.6427 -3.1211
H3 -2.1146 -1.6940 -2.3561
H4 -0.3790 -3.6528 -2.9227
H5 1.8097 -2.5337 -4.0064
C6 -0.6385 2.1339 1.2311
O1 -1.3586 0.9305 0.9486
C7 -1.5246 0.1310 2.1136
C8 -2.1646 -1.1598 1.6624
O2 -1.3318 -1.8964 0.7865
C9 -0.3170 -2.6345 1.4725
H6 -1.2113 2.7649 1.9187
H7 -0.4920 2.6739 0.2959
H8 0.3276 1.8996 1.6905
H9 -2.1844 0.6437 2.8280
H10 -0.5597 -0.0488 2.5979
H11 -3.0699 -0.9267 1.0963
H12 -2.4418 -1.7688 2.5329
H13 -0.7814 -3.3388 2.1748
H14 0.3804 -1.9929 2.0167
H15 0.2235 -3.1908 0.7085
O3 2.9096 -2.0931 3.0955
C10 2.5403 -0.9362 3.4002
O4 1.4058 -0.4171 3.3355
H16 3.3612 -0.2487 3.7388
F1 0.3212 9.2995 1.8788
C11 0.3293 8.2235 1.0641
C12 -0.7029 7.3082 1.0959
F2 -1.7299 7.5059 1.9463
C13 -0.6790 6.2072 0.2610
F3 -1.7191 5.3646 0.3576
C14 0.3522 5.9554 -0.6495
Se1 0.3534 4.4498 -1.7945
C15 1.3740 6.9107 -0.6457
F4 2.4242 6.7905 -1.4716
C16 1.3721 8.0159 0.1833
F5 2.3836 8.9074 0.1446
O5 1.9168 -1.0519 -0.4131
S1 3.1591 -1.5528 -1.0748
C17 2.9658 -3.3589 -1.0774
C18 3.3426 -3.8206 0.3230
C19 4.6527 -3.1027 0.6297
C20 4.4044 -1.6366 0.2667
H17 3.6414 -3.7721 -1.8336
H18 1.9379 -3.5186 -1.4018
H19 3.4398 -4.9075 0.3795
H20 2.5984 -3.4937 1.0526
H21 5.4618 -3.5178 0.0176
H22 4.9163 -3.1802 1.6844
H23 5.2969 -1.0824 -0.0243
H24 3.9081 -1.1381 1.1003

Löwdin atomic charge list, values in e, 6 entries: number 1, Na, carries 0.3991; number 2, C, carries -0.1987; number 3, C, carries -0.2217; number 4, C, carries -0.2147; number 5, C, carries -0.2096; number 6, C, carries -0.2341